(1)
DFT (ωB97M-V/def2-TZVPD) results for a 2-piece molecular cluster, C2H3Cl overall.

Properties
2S+1: 1
F_max (eV/Å): 3.68
LUMO level (alpha / beta) (eV): -0.75 / -0.48
Charge: 0
Gap between HOMO and LUMO (alpha / beta) (eV): 8.9 / 9.5
Energy relative to the best compared isomer or geometry (same formula, charge and spin) (kcal per mole): 117.8

XYZ file:
```
6
Properties=species:S:1:pos:R:3:forces:R:3:lowdin_charge:R:1
Cl 0.1535 -1.8231 -2.3583 -0.3 -0.9 -1.6 0.6338
C -0.5323 -0.1120 -0.4956 1.3 -0.1 0.3 -0.0267
C 0.3847 -0.9410 -0.9487 -3.2 1.7 0.1 -0.7548
H 0.6851 1.2358 1.0143 -0.7 -0.7 -0.6 0.1335
H 1.1721 -1.2588 -0.4206 3.2 -0.6 1.8 -0.0075
H -1.5251 0.0955 -0.8357 -0.2 0.6 0.0 0.0216
```
Forces are in eV/Å.

---

(2)
DFT (ωB97M-V/def2-TZVPD) results for a 2-piece molecular cluster, C2H3Cl2FSi overall.

Properties
2S+1: 1
F_max (eV/Å): 3.82
LUMO level (alpha / beta) (eV): -0.53 / -1.46
Charge: 0
Gap between HOMO and LUMO (alpha / beta) (eV): 8.3 / 7.8
Energy relative to the best compared isomer or geometry (same formula, charge and spin) (kcal per mole): 91.8

XYZ file:
```
9
Properties=species:S:1:pos:R:3:forces:R:3:lowdin_charge:R:1
Cl -3.7508 3.0991 -0.6856 -0.6 0.1 0.4 0.2968
Cl -0.7228 4.6667 -0.1984 -0.6 -0.6 -0.5 0.1937
Si -1.8155 3.1722 -1.2064 1.5 -0.3 -0.1 -0.2188
F -1.8383 3.5368 -2.7733 0.2 0.0 0.5 -0.2620
C -0.6537 0.1755 -0.4948 0.4 1.5 0.5 -0.0091
C 0.3073 -0.0669 0.3440 -0.8 -3.6 -0.9 -0.1100
H 0.9448 0.6426 0.7149 1.4 1.7 1.1 0.0073
H -1.3502 -0.3827 -1.0350 -1.0 -0.7 -0.7 -0.0021
H 0.5631 -1.1912 0.5783 -0.5 2.1 -0.3 0.1042
```
Forces are in eV/Å.

---

(3)
DFT (ωB97M-V/def2-TZVPD) results for a 2-piece molecular cluster, C2H3Cl2N overall.

Properties
2S+1: 1
F_max (eV/Å): 2.70
LUMO level (eV): -0.45
Charge: 0
Gap between HOMO and LUMO (eV): 9.8
Energy relative to the best compared isomer or geometry (same formula, charge and spin) (kcal per mole): 93.2

XYZ file:
```
8
Properties=species:S:1:pos:R:3:forces:R:3:lowdin_charge:R:1
Cl 2.8776 -1.9848 -0.0059 -0.4 0.1 0.2 0.2043
Cl 0.1313 2.5849 -0.0224 0.8 -0.6 0.3 0.6758
N -0.0696 0.8765 0.0679 -1.3 0.3 -0.3 -0.6013
C 0.1894 -0.2971 0.5088 -0.4 0.9 -0.2 0.0637
C -1.2177 0.1308 -0.2089 -0.4 0.4 2.1 -0.1702
H -1.4864 -0.0973 -1.1715 0.3 -0.8 -2.6 0.0491
H 1.7381 -1.5554 0.5125 0.5 -0.1 -0.3 -0.3169
H -2.1628 0.3424 0.3195 0.9 -0.2 0.7 0.0955
```
Forces are in eV/Å.

---

(4)
DFT (ωB97M-V/def2-TZVPD) results for one molecule with the formula C2H3Cl2N2P.

Properties
2S+1: 1
F_max (eV/Å): 4.73
LUMO level (eV): -0.48
Charge: 0
Gap between HOMO and LUMO (eV): 8.9
Structure (SMILES): N#P(Cl)[C@@]1(Cl)CN1
Energy relative to the best compared isomer or geometry (same formula, charge and spin) (kcal per mole): 108.6

XYZ file:
```
10
Properties=species:S:1:pos:R:3:forces:R:3:lowdin_charge:R:1
Cl -0.4118 -2.0351 0.4987 0.7 -0.2 0.8 0.6287
Cl -2.6429 0.2414 1.3913 -0.5 -0.2 1.4 0.2760
P -1.6762 0.5203 -0.3006 0.7 -0.1 -0.7 0.3145
N -2.4739 1.1121 -1.4301 1.2 -0.3 0.1 -0.3470
N 0.9724 0.5315 0.7517 1.5 0.3 2.1 0.0118
C 0.0940 -0.3898 0.2258 -4.3 -0.2 -1.9 -1.0562
C 1.2217 -0.0446 -0.5607 3.0 -0.1 -2.0 -0.2088
H 1.6765 0.1388 1.3754 -0.4 0.2 0.4 0.1174
H 2.1416 -0.7771 -0.5982 -2.2 1.4 -0.3 0.1569
H 1.0986 0.7026 -1.3533 0.3 -0.7 -0.1 0.1067
```
Forces are in eV/Å.

---

(5)
DFT (ωB97M-V/def2-TZVPD) results for one molecule with the formula C2H3Cl2NO2.

Properties
2S+1: 1
F_max (eV/Å): 3.62
LUMO level (eV): -1.19
Charge: 0
Gap between HOMO and LUMO (eV): 8.9
Structure (SMILES): O=NC(Cl)(Cl)CO
Energy relative to the best compared isomer or geometry (same formula, charge and spin) (kcal per mole): 86.5

XYZ file:
```
10
Properties=species:S:1:pos:R:3:forces:R:3:lowdin_charge:R:1
Cl -1.4022 -0.6188 -1.5197 -0.7 0.0 0.1 0.6773
Cl -1.3972 -0.9812 1.3581 0.0 0.4 0.1 0.7090
O 1.3058 -1.2691 0.1352 -1.1 -1.0 1.4 -0.1145
O -0.4652 2.1492 -0.4628 -0.7 -0.8 0.5 0.0209
N -1.1746 1.4172 0.1702 -0.6 1.4 0.0 -0.0494
C -0.7871 -0.0174 0.0353 1.3 0.0 -1.7 -1.2174
C 0.7305 -0.0181 -0.1298 3.3 0.7 1.4 -0.3870
H 0.8406 -1.6210 0.9520 1.0 0.4 -1.3 0.0661
H 1.1022 0.2085 -1.1739 -1.0 0.2 1.3 0.1322
H 1.2473 0.7506 0.6355 -1.4 -1.3 -1.7 0.1628
```
Forces are in eV/Å.

---

(6)
DFT (ωB97M-V/def2-TZVPD) results for one molecule with the formula C2H3Cl2NOS.

Properties
2S+1: 1
F_max (eV/Å): 1.76
LUMO level (eV): 0.42
Charge: 0
Gap between HOMO and LUMO (eV): 10.5
Structure (SMILES): O=C(NS)C(Cl)Cl
Energy relative to the best compared isomer or geometry (same formula, charge and spin) (kcal per mole): 18.0

XYZ file:
```
10
Properties=species:S:1:pos:R:3:forces:R:3:lowdin_charge:R:1
Cl 2.2122 -0.5650 -0.7258 0.2 0.0 -0.1 0.6405
Cl 0.7922 1.6136 0.5640 0.2 1.0 0.8 0.6637
S -2.5634 0.2984 -0.4528 0.6 -0.2 -0.3 0.7821
O 0.2518 -1.4226 1.3341 1.2 -0.7 0.3 0.0665
N -1.5249 -0.9001 0.1839 -0.3 1.1 -1.3 -0.3332
C -0.1746 -0.8033 0.4021 -1.2 0.1 1.3 -0.7059
C 0.6544 0.1727 -0.3747 0.1 0.0 -1.4 -1.0981
H -1.9532 -1.4491 0.8801 -0.4 -0.8 0.8 0.0747
H -2.5620 -0.2098 -1.6889 -0.3 0.1 -0.2 -0.1376
H 0.2361 0.5233 -1.3211 -0.1 -0.6 0.2 0.0473
```
Forces are in eV/Å.

---

(7)
DFT (ωB97M-V/def2-TZVPD) results for a 2-piece molecular cluster, C2H3Cl2NOSi overall.

Properties
2S+1: 1
F_max (eV/Å): 3.39
LUMO level (alpha / beta) (eV): -1.22 / -1.22
Charge: 0
Gap between HOMO and LUMO (alpha / beta) (eV): 7.5 / 7.5
Energy relative to the best compared isomer or geometry (same formula, charge and spin) (kcal per mole): 66.0

XYZ file:
```
10
Properties=species:S:1:pos:R:3:forces:R:3:lowdin_charge:R:1
Cl 0.9973 1.8021 -1.5852 -0.3 -0.2 0.0 0.4076
Cl -1.6599 -0.3188 -1.4985 -1.2 -0.9 -1.0 0.5143
Si -0.3216 0.6859 -0.5750 2.3 0.0 2.5 -0.1141
O 1.3505 -1.4182 -0.2020 -0.7 3.1 0.6 -0.1422
N 0.8321 -3.4684 -1.2736 -0.8 -2.9 -1.6 0.0701
C -0.5905 1.2470 1.2393 2.1 0.1 -1.1 -0.2073
C 1.0864 -2.4759 -0.7740 0.1 1.7 0.8 -0.6731
H -0.0397 2.2563 1.3753 -0.9 -1.8 -0.1 0.0686
H -0.0353 0.3960 1.7310 -0.5 1.0 0.0 0.0532
H -1.6193 1.2938 1.5628 -0.2 -0.1 -0.1 0.0229
```
Forces are in eV/Å.

---

(8)
DFT (ωB97M-V/def2-TZVPD) results for one molecule with the formula C2H3Cl2NS.

Properties
2S+1: 1
F_max (eV/Å): 4.03
LUMO level (eV): 0.57
Charge: 0
Gap between HOMO and LUMO (eV): 9.6
Structure (SMILES): S/N=C\C(Cl)Cl
Energy relative to the best compared isomer or geometry (same formula, charge and spin) (kcal per mole): 44.7

XYZ file:
```
9
Properties=species:S:1:pos:R:3:forces:R:3:lowdin_charge:R:1
Cl -1.6151 -0.8644 -0.9968 -0.5 -0.1 -0.8 0.6113
Cl -0.5737 1.8463 -0.4340 0.6 1.9 -1.5 0.6352
S 2.3397 0.0999 -0.9002 -1.9 -0.8 1.1 0.6777
N 1.3904 -0.5581 0.4684 1.6 0.3 -0.1 -0.3568
C -1.0008 0.3154 0.1233 -0.7 -0.6 3.9 -1.2443
C 0.2124 -0.3942 0.8351 -2.8 -1.5 1.3 -0.4149
H -1.8301 0.6080 0.9183 1.6 -1.4 -1.5 0.0919
H -0.2629 -1.0729 1.7938 1.8 1.9 -2.4 0.1698
H 1.3401 0.0199 -1.8079 0.3 0.3 0.0 -0.1698
```
Forces are in eV/Å.

---

(9)
DFT (ωB97M-V/def2-TZVPD) results for one molecule with the formula C2H3Cl2NSi.

Properties
2S+1: 1
F_max (eV/Å): 2.28
LUMO level (eV): 0.48
Charge: 0
Gap between HOMO and LUMO (eV): 11.6
Structure (SMILES): N#CC[SiH](Cl)Cl
Energy relative to the best compared isomer or geometry (same formula, charge and spin) (kcal per mole): 7.6

XYZ file:
```
9
Properties=species:S:1:pos:R:3:forces:R:3:lowdin_charge:R:1
Cl -1.3652 -2.4502 -0.1743 0.2 0.3 0.4 0.2821
Cl 1.9378 -2.2199 0.0170 0.4 -0.3 -0.3 0.3245
Si 0.2075 -1.2861 0.4578 -0.1 0.3 -2.0 -0.2308
N 2.2956 1.6760 0.1926 -0.6 -0.6 -0.2 0.1493
C 0.1140 0.4042 -0.4492 -1.6 -0.9 -0.6 -0.3316
C 1.3505 1.0819 -0.1068 0.3 1.1 -0.2 -0.3731
H -0.7945 0.8897 0.0636 1.4 -0.3 -0.9 0.1060
H 0.3406 -0.9536 1.8054 -0.4 0.1 1.7 -0.0487
H -0.0931 0.2673 -1.5925 0.6 0.5 2.2 0.1223
```
Forces are in eV/Å.

---

(10)
DFT (ωB97M-V/def2-TZVPD) results for a 2-piece molecular cluster, C2H3Cl3OP overall.

Properties
2S+1: 1
F_max (eV/Å): 2.95
LUMO level (eV): -6.85
Charge: +1
Gap between HOMO and LUMO (eV): 6.6
Energy relative to the best compared isomer or geometry (same formula, charge and spin) (kcal per mole): 64.3

XYZ file:
```
10
Properties=species:S:1:pos:R:3:forces:R:3:lowdin_charge:R:1
Cl -2.9786 -1.3401 0.7973 -0.6 -0.5 0.0 0.2383
Cl -1.7937 0.0942 -1.7844 -0.2 -0.3 -1.7 0.2513
Cl -2.8665 1.8085 0.5254 -0.6 0.6 0.2 0.2457
P -1.8456 0.1575 0.1644 1.8 0.1 1.7 -0.4482
O 1.5368 -1.2084 -0.2492 0.4 0.0 1.8 0.1795
C 1.8791 0.2468 -0.3311 -1.6 0.1 0.0 0.0669
C 1.3260 -0.4794 0.7771 -1.8 -0.3 -1.8 0.0927
H 2.8272 0.6055 -0.4787 2.9 -0.2 0.5 0.1115
H 1.2841 0.7109 -1.0673 -1.5 0.6 -0.3 0.1044
H 0.6312 -0.5955 1.6466 1.1 -0.1 -0.4 0.1579
```
Forces are in eV/Å.